1.
{"formula": "C19H43AuOP3S2", "method": "ωB97M-V with the def2-TZVPD basis set", "elements": ["Au", "P", "P", "P", "H", "C", "C", "H", "C", "C", "C", "C", "C", "C", "C", "C", "C", "H", "H", "H", "H", "H", "H", "H", "H", "H", "H", "H", "H", "H", "H", "H", "H", "H", "H", "H", "H", "H", "H", "H", "H", "H", "H", "H", "H", "H", "C", "C", "C", "C", "C", "C", "S", "H", "H", "H", "H", "H", "H", "C", "S", "C", "O", "H", "H", "H", "H", "H", "H"], "xyz": [[0.184, 0.327, 1.185], [2.020, 1.394, 2.370], [-1.671, 1.830, 1.494], [0.667, 1.068, -0.883], [-0.877, -2.325, 0.789], [-0.191, -1.674, 0.283], [1.185, -1.604, 0.761], [1.473, -2.206, 1.612], [2.438, 0.940, 4.040], [2.025, 3.178, 2.466], [3.547, 1.012, 1.511], [-3.220, 1.311, 0.741], [-2.197, 2.306, 3.139], [-1.450, 3.460, 0.773], [1.804, 0.062, -1.842], [1.393, 2.699, -1.106], [-0.764, 1.108, -1.976], [-0.374, -1.572, -0.776], [1.982, -1.453, 0.045], [2.533, -0.145, 4.172], [1.701, 1.319, 4.766], [3.423, 1.405, 4.285], [1.219, 3.543, 3.118], [1.922, 3.656, 1.485], [2.997, 3.508, 2.908], [3.740, -0.068, 1.521], [4.385, 1.523, 2.039], [3.548, 1.350, 0.469], [-3.984, 2.112, 0.890], [-3.604, 0.385, 1.194], [-3.112, 1.137, -0.336], [-3.022, 3.050, 3.031], [-1.382, 2.786, 3.699], [-2.583, 1.469, 3.736], [-2.373, 4.048, 0.989], [-1.319, 3.441, -0.311], [-0.601, 3.990, 1.224], [1.891, 0.527, -2.846], [1.444, -0.966, -1.974], [2.806, 0.025, -1.391], [1.443, 2.905, -2.200], [2.415, 2.737, -0.711], [0.808, 3.499, -0.636], [-0.417, 1.346, -3.008], [-1.495, 1.867, -1.682], [-1.264, 0.131, -1.999], [-0.444, -2.431, -5.743], [-1.630, -2.713, -6.474], [-1.869, -3.992, -6.971], [-0.946, -5.020, -6.760], [0.226, -4.761, -6.043], [0.475, -3.488, -5.542], [-0.071, -0.872, -5.090], [-1.200, -0.233, -5.525], [-2.348, -1.916, -6.640], [-2.785, -4.185, -7.529], [-1.139, -6.023, -7.153], [0.951, -5.552, -5.872], [1.388, -3.282, -4.983], [-1.524, -0.621, 5.148], [-1.559, -1.288, 3.452], [-0.606, -2.810, 3.736], [-0.192, -0.431, 3.126], [-0.901, -1.284, 5.764], [-2.531, -0.630, 5.481], [-1.099, 0.376, 5.176], [-1.168, -3.356, 4.454], [-0.519, -3.365, 2.809], [0.396, -2.563, 4.118]], "multiplicity": 3, "total_charge": 3, "e_above_lowest_kcal_mol": 0.0, "orbital_gap_ev": [7.0, 4.9], "s2": 2.027}


2.
{"formula": "H10O5", "method": "ωB97M-V with the def2-TZVPD basis set", "elements": ["O", "H", "H", "O", "H", "H", "O", "H", "H", "O", "H", "H", "O", "H", "H"], "xyz": [[17.987, -9.239, -11.289], [17.772, -9.261, -12.221], [18.253, -10.136, -11.083], [17.692, -11.989, -9.160], [17.028, -12.616, -9.447], [17.220, -11.160, -9.079], [15.970, -7.492, -10.189], [15.025, -7.468, -10.339], [16.220, -8.397, -10.373], [16.949, -11.807, -12.727], [16.299, -11.895, -12.030], [16.459, -11.455, -13.469], [17.959, -5.765, -11.499], [17.466, -5.570, -12.296], [17.401, -6.374, -11.015]], "smiles": "O.O.O.O.O", "total_charge": 0, "e_above_lowest_kcal_mol": 25.4, "orbital_gap_ev": 10.6}


3.
{"formula": "C39H44F2INO14S", "method": "ωB97M-V with the def2-TZVPD basis set", "elements": ["C", "C", "C", "C", "C", "C", "C", "C", "C", "C", "C", "O", "C", "C", "C", "O", "C", "C", "I", "C", "C", "C", "O", "O", "C", "C", "O", "C", "C", "C", "C", "S", "C", "O", "C", "C", "N", "C", "C", "C", "O", "C", "C", "O", "H", "H", "H", "H", "H", "H", "H", "H", "H", "H", "H", "H", "H", "H", "H", "H", "H", "H", "H", "H", "H", "H", "H", "H", "H", "H", "H", "H", "H", "H", "H", "H", "H", "H", "H", "H", "H", "H", "O", "C", "O", "C", "C", "F", "O", "H", "H", "H", "O", "C", "O", "C", "C", "F", "O", "H", "H", "H"], "xyz": [[3.787, -4.659, 3.506], [4.393, -3.835, 2.888], [5.128, -2.767, 2.227], [5.367, -1.526, 3.115], [4.351, -0.365, 2.953], [3.011, -0.773, 2.395], [2.702, -0.443, 1.109], [1.516, -0.851, 0.569], [0.626, -1.591, 1.310], [0.937, -1.904, 2.601], [2.121, -1.503, 3.165], [2.368, -1.887, 4.443], [2.454, -0.848, 5.438], [1.731, 0.453, 5.117], [-0.656, -2.111, 0.742], [-1.233, -2.998, 1.330], [-1.127, -1.517, -0.539], [-2.393, -1.685, -1.041], [-3.844, -2.851, -0.013], [-2.785, -1.148, -2.263], [-4.167, -1.397, -2.804], [-5.204, -0.512, -2.123], [-4.869, 0.425, -1.464], [-6.549, -0.730, -2.334], [-6.938, -1.961, -2.850], [-7.547, -2.945, -1.895], [-6.805, -2.218, -4.010], [-1.903, -0.394, -2.995], [-2.222, 0.200, -4.334], [-1.224, -0.297, -5.433], [-0.514, 0.848, -6.162], [1.271, 0.542, -6.351], [-0.627, -0.185, -2.473], [0.220, 0.592, -3.224], [0.094, 2.021, -3.097], [0.501, 2.653, -1.765], [-0.647, 2.926, -0.901], [-0.225, 3.700, 0.274], [-0.890, 3.173, 1.539], [-0.573, 4.108, 2.707], [-2.287, 3.060, 1.359], [-0.230, -0.751, -1.294], [1.186, -0.549, -0.840], [2.076, -0.178, -1.580], [3.395, -5.376, 4.180], [4.692, -2.532, 1.258], [6.109, -3.197, 2.011], [5.436, -1.874, 4.143], [6.363, -1.165, 2.867], [4.265, 0.161, 3.901], [4.798, 0.340, 2.254], [3.404, 0.114, 0.509], [0.269, -2.496, 3.210], [2.014, -1.268, 6.341], [3.494, -0.640, 5.696], [1.673, 1.015, 6.047], [0.718, 0.292, 4.768], [2.324, 1.044, 4.423], [-4.226, -1.160, -3.861], [-4.412, -2.453, -2.741], [-7.888, -3.800, -2.463], [-8.350, -2.487, -1.320], [-6.794, -3.269, -1.183], [-3.212, -0.054, -4.688], [-2.184, 1.283, -4.319], [-1.712, -0.972, -6.132], [-0.464, -0.887, -4.936], [-0.610, 1.771, -5.596], [-0.919, 1.054, -7.149], [1.548, -0.028, -5.169], [0.768, 2.419, -3.855], [-0.900, 2.391, -3.344], [0.904, 3.635, -2.024], [1.306, 2.111, -1.264], [-1.108, 2.067, -0.627], [-0.422, 4.766, 0.146], [0.859, 3.587, 0.409], [-0.463, 2.184, 1.738], [-1.130, 5.032, 2.537], [0.493, 4.314, 2.752], [-0.914, 3.675, 3.642], [-2.733, 3.735, 1.879], [6.737, 3.588, -3.059], [5.790, 2.918, -3.291], [4.581, 3.052, -2.690], [3.666, 2.158, -3.335], [4.600, 1.133, -3.928], [4.115, 0.627, -5.085], [5.764, 1.894, -4.195], [3.114, 2.694, -4.110], [2.964, 1.731, -2.621], [4.849, 0.311, -3.255], [-1.846, 0.237, 6.296], [-2.506, -0.330, 5.490], [-3.494, -1.205, 5.787], [-4.149, -1.554, 4.563], [-3.081, -1.260, 3.536], [-3.627, -0.848, 2.370], [-2.372, -0.188, 4.141], [-5.026, -0.921, 4.426], [-4.456, -2.597, 4.571], [-2.398, -2.089, 3.345]], "smiles": "C#CCCCc1cc2c(cc1OCC)C(=O)c1c(I)c(CC(=O)OC(C)=O)c(CCCS)c(OCCNC[C@@H](C)O)c1C2=O.O=C1OC[C@@H](F)O1.O=C1OC[C@@H](F)O1", "total_charge": 0, "orbital_gap_ev": 7.7}


4.
{"formula": "C19H30N4OPbS", "method": "ωB97M-V with the def2-TZVPD basis set", "elements": ["Pb", "C", "C", "N", "C", "C", "S", "C", "C", "N", "H", "H", "H", "H", "H", "H", "H", "H", "H", "H", "H", "H", "H", "H", "O", "C", "C", "C", "C", "C", "C", "C", "C", "N", "H", "H", "H", "H", "H", "H", "H", "H", "H", "H", "H", "C", "C", "C", "N", "C", "C", "H", "H", "H", "H", "H"], "xyz": [[7.370, 9.119, 9.517], [5.754, 12.017, 10.292], [6.036, 12.020, 8.787], [7.253, 11.373, 8.277], [8.548, 12.097, 8.463], [8.981, 12.275, 9.896], [9.063, 10.755, 10.908], [7.994, 11.161, 12.316], [6.536, 10.655, 12.304], [5.908, 10.677, 10.952], [4.731, 12.363, 10.433], [6.334, 12.786, 10.829], [5.973, 13.074, 8.472], [5.163, 11.508, 8.358], [7.129, 11.271, 7.246], [8.382, 13.114, 8.031], [9.335, 11.567, 7.876], [8.383, 13.031, 10.422], [9.967, 12.738, 9.898], [8.035, 12.250, 12.417], [8.534, 10.813, 13.185], [5.967, 11.277, 12.999], [6.460, 9.612, 12.651], [5.012, 10.163, 11.008], [6.349, 7.058, 11.266], [5.352, 6.118, 10.797], [5.946, 4.952, 9.985], [6.838, 5.431, 8.792], [6.006, 5.950, 7.632], [5.824, 5.196, 6.455], [5.126, 5.764, 5.400], [4.661, 7.065, 5.502], [4.797, 7.677, 6.738], [5.447, 7.141, 7.769], [6.679, 6.821, 12.146], [4.713, 6.697, 10.102], [4.751, 5.787, 11.661], [5.091, 4.408, 9.552], [6.505, 4.323, 10.678], [7.385, 4.554, 8.447], [7.530, 6.145, 9.156], [6.227, 4.221, 6.357], [5.011, 5.188, 4.499], [4.102, 7.540, 4.690], [4.353, 8.645, 6.955], [11.299, 8.894, 5.505], [9.948, 8.874, 5.161], [9.028, 8.582, 6.150], [9.396, 8.326, 7.416], [10.705, 8.279, 7.698], [11.694, 8.607, 6.792], [12.042, 9.101, 4.739], [9.631, 9.101, 4.137], [7.956, 8.506, 5.939], [10.988, 7.920, 8.692], [12.721, 8.590, 7.071]], "total_charge": 2, "e_above_lowest_kcal_mol": 8.5, "orbital_gap_ev": 8.3}